# C21H26AsBr2NOSe4SiTeZn

A structure of composition C21H26AsBr2NOSe4SiTeZn (ωB97M-V/def2-TZVPD, the OMol25 dataset).

Properties
Lowest unoccupied orbital energy in eV: 3.850
Net charge: -2
Orbital gap in eV: 5.4
Highest occupied orbital energy in eV: -1.51

Structure (XYZ):
```
59
Properties=species:S:1:pos:R:3:forces:R:3:lowdin_charge:R:1
Zn -0.60012 -1.44409 -0.07671 -0.2 -0.2 -0.2 0.01
Br 4.17617 0.25682 0.43132 0.0 0.0 0.0 0.72
C 2.84075 0.03303 1.75990 -0.1 0.1 0.1 -0.60
C 3.21416 0.07422 3.10918 0.0 0.0 -0.1 -0.20
C 2.28018 -0.05433 4.09849 0.0 0.0 0.0 -0.64
Br 2.85671 0.03175 5.92029 0.0 0.0 0.0 0.67
C 0.90915 -0.22990 3.78660 0.0 0.0 0.0 -0.20
C -0.14016 -0.35647 4.72383 0.1 0.0 0.0 -0.05
C -1.42419 -0.51553 4.28889 -0.1 0.0 0.0 -0.05
C -1.68357 -0.57135 2.90694 0.1 0.0 0.0 -0.16
N -0.73333 -0.46231 2.01489 0.4 -0.1 0.3 0.03
C 0.54852 -0.28361 2.42340 -0.2 0.0 -0.1 -0.20
C 1.51878 -0.15832 1.33860 -0.2 0.1 -0.2 -0.49
O 1.12350 -0.19613 0.13051 0.2 -0.3 0.5 -0.26
H 4.25660 0.20826 3.36521 0.0 0.0 0.0 0.08
H 0.08699 -0.33114 5.78182 0.0 0.0 0.0 0.07
H -2.24265 -0.61316 4.99108 0.0 0.0 0.0 0.10
H -2.68881 -0.71976 2.52737 0.0 0.0 0.0 0.04
Se -0.06260 -1.57045 -2.55419 0.1 0.1 0.1 -0.04
Se -1.86335 -0.43379 -3.48743 -0.1 0.0 -0.1 -0.32
Te -3.81315 -1.64267 -2.43966 -0.1 0.0 0.0 0.14
Se -3.25659 -1.31585 -0.03335 0.3 0.1 0.0 -0.24
C -0.27109 4.49370 0.54108 0.1 0.1 -0.1 -0.36
As -0.34394 2.56220 0.12438 -0.1 0.1 0.1 1.19
C -1.88252 2.69630 -1.08042 0.0 -0.1 0.0 -0.33
C 1.09437 2.46534 -1.24510 -0.1 0.1 -0.1 -0.33
C 1.07191 3.52552 -2.29621 0.0 -0.1 0.1 -0.30
C 0.31291 3.35604 -3.45766 0.0 0.0 0.0 -0.05
C 0.26571 4.34176 -4.43357 0.0 0.0 0.0 -0.09
C 0.97959 5.52513 -4.27657 0.0 0.0 0.1 -0.13
C 1.74452 5.70664 -3.12984 0.0 -0.1 0.0 -0.11
C 1.78733 4.71741 -2.15409 0.0 0.0 0.0 -0.07
H -0.24390 5.10871 -0.36145 0.0 0.0 0.0 0.00
H 0.60708 4.71000 1.15290 0.0 0.0 0.0 0.01
H -1.16273 4.74608 1.11862 0.0 0.0 0.0 0.00
H -1.80428 3.56627 -1.73516 0.0 0.0 0.0 0.02
H -2.78521 2.77139 -0.47453 0.0 0.0 0.0 0.02
H -1.95612 1.78478 -1.67758 0.0 0.0 0.0 -0.05
H 0.96897 1.46729 -1.67058 0.0 0.0 0.0 0.05
H 2.03114 2.45756 -0.68856 0.1 0.0 0.0 0.05
H -0.23868 2.42969 -3.59034 0.0 0.0 0.0 0.09
H -0.32932 4.18286 -5.32615 0.0 0.0 0.0 0.10
H 0.94570 6.29357 -5.04109 0.0 0.0 0.0 0.08
H 2.31217 6.62094 -2.99495 0.0 0.0 0.0 0.09
H 2.38897 4.86330 -1.26266 0.0 0.0 0.0 0.11
C 0.77309 -6.50614 -0.31680 0.1 -0.1 0.0 -0.26
Si -0.58734 -5.27584 0.11816 0.0 0.1 0.1 0.01
C -1.54354 -4.89572 -1.42918 -0.1 -0.1 -0.2 -0.26
C -1.74798 -6.17758 1.29666 -0.1 -0.1 0.1 -0.25
Se 0.31978 -3.49776 1.12023 0.0 0.2 -0.1 0.29
H 0.36292 -7.49654 -0.55716 0.0 0.1 0.0 0.01
H 1.46376 -6.60656 0.52596 0.0 0.0 -0.1 0.01
H 1.34220 -6.14400 -1.17781 0.0 0.0 0.1 0.02
H -1.91209 -5.82147 -1.89318 0.0 0.1 0.0 0.03
H -0.91840 -4.36117 -2.14726 -0.1 0.0 0.0 -0.02
H -2.39669 -4.24864 -1.20795 0.0 0.0 0.0 -0.03
H -1.95980 -7.19739 0.94547 0.0 0.1 0.0 0.01
H -2.69336 -5.63368 1.38257 0.1 0.0 0.0 0.02
H -1.29811 -6.23526 2.29286 -0.1 0.0 -0.1 0.01
```
Positions in Å, forces in eV/Å.


# C2HNS

A cluster of 2 separate species, C2HNS in total (ωB97M-V/def2-TZVPD, the OMol25 dataset).

Properties
Lowest unoccupied orbital energy (alpha / beta) in eV: -0.168 / -2.893
Orbital gap (alpha / beta) in eV: 6.8 / 8.1
Highest occupied orbital energy (alpha / beta) in eV: -6.92 / -10.95
Spin multiplicity: 3

Structure (XYZ):
```
5
Properties=species:S:1:pos:R:3:forces:R:3:lowdin_charge:R:1
C -1.58202 0.36095 0.11104 0.0 0.2 1.4 -0.07
C 2.04485 -1.32607 -0.14561 -0.4 -1.7 0.5 -0.54
N -0.58466 0.77365 -0.26594 0.0 0.1 -0.7 0.04
S 2.45628 0.08462 -0.53814 0.6 1.7 -0.5 0.51
H -2.33446 0.10685 0.83865 -0.2 -0.2 -0.7 0.06
```
Positions in Å, forces in eV/Å.


# C8H9ClS

A cluster of 2 separate species, C8H9ClS in total (ωB97M-V/def2-TZVPD, the OMol25 dataset).

Properties
Structure (SMILES): ClSc1ccccc1.C=C
Lowest unoccupied orbital energy in eV: 0.188
Orbital gap in eV: 8.5
Highest occupied orbital energy in eV: -8.33

Structure (XYZ):
```
19
Properties=species:S:1:pos:R:3:forces:R:3:lowdin_charge:R:1
Cl 3.33923 -0.87834 0.46832 -0.1 0.0 -0.1 0.18
S 1.79355 0.29945 -0.14300 0.8 0.2 -0.2 0.58
C 0.40978 -0.75208 -0.10697 -0.5 -0.7 -0.6 -0.61
C 0.47268 -2.02237 0.40235 1.8 -0.6 2.4 -0.15
C -0.66886 -2.83005 0.43908 2.4 -1.7 2.0 -0.11
C -1.79551 -2.33774 -0.08717 -2.9 -0.2 -0.7 -0.12
C -1.89391 -1.11926 -0.79121 4.6 -2.0 3.3 -0.04
C -0.76923 -0.32350 -0.73484 -0.3 -0.9 -0.3 -0.10
H 1.41652 -2.26426 1.03839 -1.9 0.0 -1.6 0.08
H -0.59180 -3.84601 1.02338 -0.4 2.1 -1.4 0.15
H -2.70400 -2.90071 0.11093 -0.1 -0.1 -0.5 0.10
H -2.74565 -0.89157 -1.23850 -3.5 1.4 -1.9 0.06
H -0.81177 0.56818 -1.26359 0.2 1.8 -0.7 0.08
C 1.38161 3.05843 0.48406 -0.4 2.7 -4.4 -0.17
C 0.22646 3.42478 -0.15294 0.0 -0.2 0.9 -0.09
H 1.29329 2.41039 1.27207 0.1 -1.1 2.0 -0.03
H 2.42265 3.27428 0.03530 -1.8 -0.1 1.0 0.09
H -0.04848 4.07681 -1.02039 1.4 -0.6 0.6 0.06
H -0.72656 3.05358 0.26470 0.6 0.1 0.1 0.04
```
Positions in Å, forces in eV/Å.


# C4H8O

A cluster of 2 separate species, C4H8O in total (ωB97M-V/def2-TZVPD, the OMol25 dataset).

Properties
Lowest unoccupied orbital energy (alpha / beta) in eV: 4.581 / 4.488
Net charge: -1
Orbital gap (alpha / beta) in eV: 4.7 / 7.2
Highest occupied orbital energy (alpha / beta) in eV: -0.11 / -2.71
Spin multiplicity: 2

Structure (XYZ):
```
13
Properties=species:S:1:pos:R:3:forces:R:3:lowdin_charge:R:1
C 1.59197 -0.04952 0.98142 -1.5 0.0 -0.4 -0.13
C 0.22519 0.31572 0.85031 1.5 0.8 -0.8 -0.35
C -0.34596 0.84837 -0.36325 -1.1 -0.9 2.0 -0.35
C 0.28842 0.83052 -1.55311 1.0 -0.2 -2.2 -0.15
H 2.18970 -0.30111 0.10789 0.1 0.2 0.4 -0.02
H 1.97596 -0.04562 1.98525 0.5 -0.4 0.1 -0.03
H -0.25740 0.50420 1.79246 -0.6 0.1 0.2 0.05
H -1.40858 1.16644 -0.27320 0.7 0.0 -0.3 0.07
H -0.11515 1.11518 -2.52172 -0.5 0.2 0.3 -0.01
H 1.26721 0.36457 -1.70788 -0.2 0.2 0.5 0.00
H -2.41643 -1.25434 -0.14468 0.2 0.3 -0.2 0.01
H -1.02198 -1.63032 0.40414 -0.5 0.4 0.0 0.01
O -1.97295 -1.86409 0.44236 0.2 -0.7 0.2 -0.11
```
Positions in Å, forces in eV/Å.


Here are the calculated energy above the lowest of the compared OMol25 structures with the same formula, charge and spin numbers, same order: 0.0; 45.7; 58.3; 13.6 (kcal/mol).